# 1
An isolated molecule of C26H34N4O4S, computed with ωB97M-V with the def2-TZVPD basis set.

```
! RIJCOSX wB97M-V def2-TZVPD def2/J DEFGRID3
* xyz 0 1
C 3.245 -8.548 1.830
C 2.483 -7.502 1.033
O 1.426 -7.033 1.851
C 0.563 -6.101 1.379
C 0.678 -5.536 0.117
C -0.205 -4.550 -0.311
C -1.230 -4.118 0.531
C -1.361 -4.704 1.788
C -0.496 -5.689 2.233
O -0.718 -6.118 3.502
C -0.381 -7.432 3.918
C -1.110 -8.506 3.120
H -2.182 -8.320 3.135
H -0.773 -8.511 2.086
H -0.914 -9.481 3.557
H -0.705 -7.456 4.962
H 0.700 -7.592 3.879
H -2.156 -4.375 2.437
C -2.145 -3.064 0.100
O -3.064 -2.641 0.769
N -1.894 -2.544 -1.173
C -0.906 -2.984 -2.006
N -0.095 -3.977 -1.554
H 0.632 -4.275 -2.191
S -0.661 -2.393 -3.525
C -2.713 -1.423 -1.618
C -1.942 -0.132 -1.520
C -1.366 0.234 -0.309
C -0.621 1.392 -0.214
C -0.452 2.217 -1.323
C -1.029 1.849 -2.535
C -1.763 0.681 -2.630
H -2.186 0.389 -3.580
H -0.874 2.448 -3.420
C 0.385 3.441 -1.160
O 1.310 3.496 -0.371
N 0.046 4.479 -1.965
H -0.816 4.435 -2.484
C 0.699 5.761 -1.862
H 1.679 5.577 -1.420
C -0.096 6.741 -0.984
N 0.587 8.012 -0.905
C -0.278 9.160 -0.742
C -1.132 9.178 0.534
H -1.823 8.339 0.546
H -1.705 10.100 0.581
H -0.504 9.117 1.420
H -0.940 9.204 -1.613
H 0.357 10.049 -0.764
C 1.770 8.017 -0.057
C 2.996 8.468 -0.850
H 3.169 7.797 -1.686
H 2.843 9.470 -1.243
H 3.876 8.472 -0.213
H 1.945 7.013 0.337
H 1.635 8.686 0.802
H -1.076 6.904 -1.442
H -0.254 6.273 0.003
H 0.829 6.189 -2.859
H -0.156 1.677 0.717
H -1.503 -0.392 0.561
H -3.584 -1.399 -0.957
H -3.029 -1.606 -2.647
H 1.469 -5.839 -0.550
H 2.078 -7.945 0.113
H 3.147 -6.670 0.765
H 4.069 -8.934 1.238
H 2.584 -9.368 2.098
H 3.638 -8.107 2.742
*
```

Calculated values
* Kohn-Sham gap: 8.35 eV
* energy relative to the best compared isomer or geometry (same formula, charge and spin): 47.6 kcal per mole
* structure (SMILES): CCOc1cc2[nH]c(=S)n(Cc3ccc(C(=O)NCCN(CC)CC)cc3)c(=O)c2cc1OCC
* HOMO energy: -7.99 eV
* F_max: 0.8 eV Å⁻¹


# 2
A structure of composition C19H29F2N6OTl, computed with ωB97M-V with the def2-TZVPD basis set.

```
! RIJCOSX wB97M-V def2-TZVPD def2/J DEFGRID3
* xyz 0 1
Tl -0.483 0.583 -0.212
N 1.728 2.680 -1.689
C 2.759 1.680 -1.948
C 2.405 0.857 -3.180
N 1.471 -0.223 -2.872
C 2.190 -1.384 -2.353
C 1.353 -2.259 -1.437
N 1.104 -1.569 -0.176
C 0.685 -0.582 -4.051
C -0.501 0.337 -4.306
N -1.514 0.177 -3.272
H 1.866 3.503 -2.262
H 1.725 2.960 -0.716
H 2.811 1.023 -1.078
H 3.761 2.110 -2.079
H 3.315 0.452 -3.655
H 1.946 1.529 -3.908
H 3.046 -1.033 -1.772
H 2.608 -1.986 -3.179
H 1.873 -3.216 -1.302
H 0.386 -2.489 -1.893
H 1.940 -1.520 0.395
H 0.352 -1.999 0.355
H 0.306 -1.600 -3.933
H 1.329 -0.595 -4.947
H -0.882 0.122 -5.314
H -0.168 1.377 -4.304
H -1.889 -0.764 -3.277
H -2.296 0.804 -3.418
F -5.069 -2.755 -1.264
C -4.234 -2.272 -0.312
C -2.932 -1.954 -0.639
C -2.031 -1.471 0.316
C -2.505 -1.364 1.648
C -3.845 -1.645 1.912
F -4.377 -1.455 3.152
C -4.735 -2.099 0.961
C -1.538 -1.041 2.739
C -1.759 -1.338 4.091
C -0.770 -1.082 5.021
C 0.434 -0.529 4.608
C 0.575 -0.257 3.259
N -0.372 -0.501 2.358
H -2.633 -2.111 -1.672
H -5.764 -2.308 1.210
H -2.686 -1.785 4.407
H -0.937 -1.323 6.063
H 1.238 -0.324 5.301
H 1.489 0.185 2.872
C 0.023 3.340 2.431
C 1.469 2.925 2.515
N 2.091 3.183 3.696
O 2.047 2.368 1.598
H -0.214 4.169 3.098
H -0.595 2.481 2.702
H -0.211 3.605 1.403
H 1.589 3.548 4.484
H 3.027 2.841 3.827
*
```

Calculated values
* Kohn-Sham gap: 7.21 eV
* HOMO energy: -6.73 eV
* F_max: 0.4 eV Å⁻¹


# 3
An isolated molecule of C6H8OS, computed with ωB97M-V with the def2-TZVPD basis set.

```
! RIJCOSX wB97M-V def2-TZVPD def2/J DEFGRID3
* xyz 0 1
C -0.166 1.187 -0.473
C 0.513 0.725 0.798
C 1.972 0.479 0.697
C 2.254 -0.487 -0.183
C 1.014 -1.118 -0.768
C -0.122 -0.293 -0.142
H -2.011 1.308 -0.072
H 0.479 1.504 -1.276
H 0.064 0.980 1.769
H 2.711 1.036 1.243
H 3.254 -0.797 -0.463
H 0.916 -2.183 -0.468
H 0.975 -1.035 -1.856
H -1.444 -1.450 1.484
O -1.348 1.891 -0.425
S -1.684 -1.091 0.216
*
```

Calculated values
* Kohn-Sham gap: 9.55 eV
* energy relative to the best compared isomer or geometry (same formula, charge and spin): 31.0 kcal per mole
* structure (SMILES): O[C@H]1[C@@H]2C=CC[C@]12S
* HOMO energy: -8.81 eV
* F_max: 0.9 eV Å⁻¹


# 4
The ion C4H11N2S with charge -1 in a non-equilibrium geometry, computed with ωB97M-V with the def2-TZVPD basis set.

```
! RIJCOSX wB97M-V def2-TZVPD def2/J DEFGRID3
* xyz -1 1
N -1.898 0.595 0.381
C -1.026 -0.395 -0.401
C -1.426 -1.847 -0.293
S -3.135 -2.160 -0.792
C 0.477 -0.223 0.138
N 1.075 1.145 -0.173
C 2.405 1.500 0.265
H -2.937 0.336 0.236
H -1.707 0.628 1.388
H -1.056 -0.038 -1.435
H -0.804 -2.400 -1.045
H -1.160 -2.126 0.709
H 1.211 -1.001 -0.245
H 0.460 -0.344 1.199
H 0.960 1.433 -1.086
H 2.835 0.936 1.154
H 2.492 2.562 0.498
H 3.232 1.398 -0.496
*
```

Calculated values
* Kohn-Sham gap: 5.86 eV
* energy relative to the best compared isomer or geometry (same formula, charge and spin): 32.9 kcal per mole
* structure (SMILES): CNC[C@H](N)C[S-]
* HOMO energy: -2.43 eV
* F_max: 3.3 eV Å⁻¹


# 5
A structure of composition C15H18FNO6S in a non-equilibrium geometry, computed with ωB97M-V with the def2-TZVPD basis set.

```
! RIJCOSX wB97M-V def2-TZVPD def2/J DEFGRID3
* xyz 0 1
C 1.196 1.165 0.925
N 1.396 0.768 -0.557
C 0.485 1.176 -1.524
O 0.527 0.765 -2.696
C -0.889 1.674 -1.199
H -1.654 1.809 -1.848
H -0.744 2.747 -0.579
O -1.593 1.215 -0.094
C -2.118 1.973 0.915
O -1.953 3.099 1.052
C -2.767 1.294 2.116
O -2.564 -0.187 1.874
C -2.952 -1.183 0.823
C -3.887 -0.498 0.026
C -4.362 -1.446 -1.140
C -3.947 -2.756 -0.963
C -2.916 -3.326 -0.103
C -2.545 -2.367 0.918
H -1.684 -2.533 1.507
H -2.600 -4.124 -0.084
H -4.271 -3.386 -1.960
H -5.191 -0.955 -1.564
F -4.427 0.787 0.062
H -2.330 1.436 3.229
H -3.781 1.502 1.893
C 2.505 0.062 -0.989
C 2.716 -1.348 -0.086
H 1.972 -1.176 0.627
H 2.804 -2.109 -0.538
S 4.318 -0.807 0.806
O 5.068 -1.841 0.927
O 4.010 0.086 1.720
C 4.934 0.245 -0.648
C 3.634 0.854 -1.044
H 3.691 1.383 -2.000
H 3.566 1.972 -0.241
H 5.759 0.838 -0.532
H 5.212 -0.476 -1.170
H 2.176 -0.252 -1.980
H 0.290 0.686 1.462
H 2.190 0.946 1.485
H 0.725 2.287 1.171
*
```

Calculated values
* Kohn-Sham gap: 9.26 eV
* energy relative to the best compared isomer or geometry (same formula, charge and spin): 340.9 kcal per mole
* HOMO energy: -8.89 eV
* F_max: 20.0 eV Å⁻¹


# 6
A structure of composition C13H12LuN4OS2Se in a non-equilibrium geometry, computed with ωB97M-V with the def2-TZVPD basis set.

```
! RIJCOSX wB97M-V def2-TZVPD def2/J DEFGRID3
* xyz 1 1
Lu 0.824 0.437 0.439
N -1.513 -1.891 -0.210
C -1.059 -1.908 1.133
C -1.310 -3.029 1.897
C -1.194 -2.952 3.333
C -0.695 -1.784 3.889
C -0.546 -0.676 3.064
N -0.685 -0.755 1.728
C -1.529 -0.789 -1.076
C -2.736 -0.259 -1.551
C -2.786 0.788 -2.375
C -1.510 1.190 -3.037
C -0.397 0.610 -2.566
N -0.369 -0.082 -1.342
H -2.090 -2.664 -0.458
H -1.654 -3.918 1.318
H -1.405 -3.762 3.951
H -0.490 -1.668 4.949
H -0.232 0.351 3.337
H -3.672 -0.895 -1.363
H -3.701 1.340 -2.721
H -1.446 1.914 -3.833
H 0.554 0.549 -3.087
C 3.179 2.270 -1.516
O 1.983 1.996 -0.710
C 1.177 3.192 -0.352
S 1.298 4.544 -1.173
S 0.165 2.925 1.073
H 3.716 1.342 -1.431
H 3.703 3.097 -1.063
H 2.941 2.543 -2.495
Se 5.355 -0.415 0.697
C 3.659 -0.875 0.713
N 2.465 -0.771 0.837
*
```

Calculated values
* Kohn-Sham gap: 6.51 eV
* energy relative to the best compared isomer or geometry (same formula, charge and spin): 30.2 kcal per mole
* HOMO energy: -11.00 eV
* F_max: 4.6 eV Å⁻¹


# 7
A structure of composition C39H33AsBrF6N5O5SSeW, computed with ωB97M-V with the def2-TZVPD basis set.

```
! RIJCOSX wB97M-V def2-TZVPD def2/J DEFGRID3
* xyz 1 2
W -0.500 0.078 0.062
C -0.515 0.215 4.553
C -0.766 -0.220 3.248
N -0.017 0.170 2.231
C 1.044 0.992 2.467
C 1.307 1.550 3.726
C 0.488 1.122 4.789
C 2.349 2.503 3.816
C 3.041 2.858 2.691
C 2.790 2.256 1.438
C 1.830 1.284 1.340
N 1.432 0.539 0.205
C 2.383 0.120 -0.737
C 3.749 0.218 -0.651
C 4.557 -0.222 -1.720
C 4.014 -0.748 -2.856
C 2.612 -0.910 -2.948
C 1.948 -1.458 -4.065
C 0.588 -1.582 -4.043
C -0.122 -1.187 -2.901
N 0.471 -0.686 -1.838
C 1.818 -0.508 -1.865
H -1.155 -0.134 5.351
H -1.618 -0.846 3.011
H 0.655 1.515 5.785
H 2.570 2.960 4.772
H 3.803 3.623 2.749
H 3.323 2.594 0.562
H 4.225 0.640 0.220
H 5.630 -0.116 -1.633
H 4.639 -1.057 -3.683
H 2.523 -1.763 -4.931
H 0.041 -1.978 -4.886
H -1.194 -1.280 -2.860
O 0.364 -5.473 2.986
C 0.289 -4.387 2.219
C 1.207 -3.339 2.257
C 0.970 -2.244 1.473
N -0.083 -2.101 0.626
C -0.843 -3.211 0.478
Br -1.975 -3.423 -0.993
C -0.734 -4.323 1.283
H 1.140 -5.448 3.560
H 2.083 -3.366 2.891
H 1.659 -1.416 1.509
H -1.398 -5.162 1.142
C -7.613 -0.729 6.414
C -6.793 -0.901 5.167
C -7.172 -0.308 3.969
C -6.413 -0.467 2.816
C -5.257 -1.225 2.869
C -4.858 -1.833 4.056
C -5.627 -1.670 5.191
S -4.255 -1.501 1.447
O -4.478 -2.830 0.955
O -2.904 -1.134 1.834
N -4.801 -0.451 0.347
C -5.270 -0.838 -0.982
C -4.150 -0.907 -2.034
C -3.065 0.113 -1.775
O -3.062 1.217 -2.233
O -2.062 -0.383 -1.020
H -8.535 -0.188 6.212
H -7.054 -0.175 7.170
H -7.872 -1.697 6.845
H -8.079 0.282 3.930
H -6.721 -0.011 1.886
H -3.958 -2.436 4.083
H -5.325 -2.150 6.114
H -4.456 0.495 0.468
H -6.032 -0.119 -1.283
H -5.745 -1.812 -0.896
H -4.563 -0.685 -3.018
H -3.723 -1.908 -2.049
F -0.223 1.692 -1.591
As 0.436 3.375 -2.008
F 1.963 2.578 -2.237
F 0.832 3.541 -0.326
F 1.085 4.903 -2.394
F -1.130 4.002 -1.686
F -0.001 3.013 -3.623
Se -1.713 2.013 1.083
C -3.529 2.540 0.722
C -3.869 3.313 -0.382
C -5.148 3.842 -0.467
C -6.074 3.626 0.547
C -5.718 2.883 1.662
C -4.441 2.346 1.758
H -3.145 3.489 -1.162
H -5.417 4.438 -1.329
H -7.064 4.055 0.475
H -6.422 2.738 2.472
H -4.150 1.785 2.640
*
```

Calculated values
* Kohn-Sham gap (spin up / spin down): 6.15 / 6.71 eV
* energy relative to the best compared isomer or geometry (same formula, charge and spin): 39.0 kcal per mole
* ⟨S²⟩: 0.768
* HOMO energy (spin up / spin down): -10.47 / -10.64 eV
* F_max: 0.9 eV Å⁻¹


# 8
A structure of composition C31H35BeF9N4OP2 in a non-equilibrium geometry, computed with ωB97M-V with the def2-TZVPD basis set.

```
! RIJCOSX wB97M-V def2-TZVPD def2/J DEFGRID3
* xyz 0 1
Be 1.267 -6.298 1.170
C 1.916 -3.564 -2.057
C 2.188 -2.467 -1.339
C 1.234 -1.340 -1.079
C 0.361 -1.444 0.206
C -0.264 -2.773 0.494
C -0.679 -3.636 -0.432
C -0.672 -3.422 -1.914
C 0.603 -3.884 -2.682
C 0.703 -5.359 2.442
H 2.684 -4.325 -2.209
H 3.192 -2.337 -0.924
H 0.575 -1.152 -1.940
H 1.857 -0.438 -0.949
H 0.988 -1.169 1.069
H -0.429 -0.674 0.117
H -0.424 -2.990 1.557
H -1.085 -4.610 -0.130
H -0.911 -2.386 -2.183
H -1.484 -4.046 -2.316
H 0.553 -4.978 -2.820
H 0.548 -3.446 -3.694
H 0.697 -5.899 3.403
H -0.314 -5.038 2.182
H 1.300 -4.439 2.553
P -2.104 3.565 1.542
P 0.434 4.085 -0.066
N -3.668 2.853 1.202
N -2.689 4.418 2.992
N 0.180 3.685 -1.764
N 1.909 4.996 -0.366
C -2.183 4.975 0.331
C -0.763 5.501 0.048
C -3.791 1.530 0.741
C -5.091 1.336 0.301
C -5.800 2.575 0.479
C -4.903 3.488 1.022
C -2.212 4.082 4.269
C -2.678 5.023 5.180
C -3.469 5.975 4.452
C -3.466 5.571 3.121
C 0.267 2.364 -2.229
C -0.147 2.330 -3.553
C -0.515 3.664 -3.924
C -0.300 4.471 -2.814
C 2.209 5.929 -1.368
C 3.359 6.622 -1.006
C 3.776 6.116 0.275
C 2.875 5.133 0.649
H -2.816 5.801 0.686
H -2.645 4.575 -0.586
H -0.763 6.143 -0.844
H -0.392 6.110 0.888
H -2.934 0.877 0.784
H -5.497 0.417 -0.101
H -6.835 2.768 0.240
H -5.039 4.526 1.290
H -1.582 3.216 4.389
H -2.470 5.038 6.241
H -3.964 6.849 4.847
H -3.942 6.021 2.260
H 0.613 1.590 -1.561
H -0.190 1.452 -4.186
H -0.899 3.998 -4.878
H -0.452 5.535 -2.691
H 1.590 6.016 -2.249
H 3.841 7.397 -1.583
H 4.634 6.444 0.845
H 2.808 4.509 1.526
F 2.851 -7.118 -2.622
C 3.614 -7.409 -1.540
F 4.115 -8.671 -1.698
F 4.643 -6.532 -1.532
C 2.795 -7.302 -0.214
O 2.223 -6.050 0.008
C 1.614 -8.309 -0.239
F 1.869 -9.593 0.004
F 0.707 -7.874 0.825
F 0.858 -8.192 -1.355
C 3.781 -7.563 0.956
F 4.416 -8.755 0.884
F 4.707 -6.569 1.007
F 3.109 -7.520 2.165
*
```

Calculated values
* Kohn-Sham gap: 8.86 eV
* energy relative to the best compared isomer or geometry (same formula, charge and spin): 0.0 kcal per mole
* HOMO energy: -8.41 eV
* F_max: 3.0 eV Å⁻¹


Respective electronic energy values: -52500.7721 -41289.8792 -19232.9187 -18141.6696 -43159.5243 -142315.9170 -283860.1847 -84159.2338 eV.
Respective M values: 498.65 599.86 128.20 119.21 359.37 558.33 1215.40 721.59 g mol⁻¹.